Molecular formula: C12H18CaClO13
Method: DFT, ωB97M-V/def2-TZVPD

Summary:
LUMO energy in eV: -8.87
ΔE to the lowest compared entry with this formula, charge and spin in eV: 6.762
Largest force on an atom in eV/Å: 5.9
Frontier orbital gap in eV: 2.711
Charge: +1
E in Ha: -2583.22466
Highest occupied orbital energy in eV: -11.584

CARTESIAN COORDINATES (ANGSTROEM)
Ca1 7.62 -1.68 3.25
Cl1 3.03 -0.35 1.66
O1 3.80 -1.56 1.49
O2 3.79 0.51 2.46
O3 3.08 0.48 0.42
O4 1.69 -0.69 2.07
C1 -1.40 0.56 -5.74
C2 -2.57 0.55 -4.77
C3 -2.22 0.92 -3.32
O5 -2.62 2.16 -3.23
C4 -3.47 2.54 -4.17
O6 -4.00 3.66 -4.35
O7 -3.47 1.51 -5.09
H1 -1.81 0.48 -6.75
H2 -0.74 -0.30 -5.63
H3 -0.81 1.46 -5.55
H4 -2.92 -0.48 -4.75
H5 -1.17 0.76 -3.08
H6 -2.89 0.26 -2.76
C5 0.16 4.94 3.49
C6 1.06 5.71 4.47
C7 1.02 7.23 4.07
O8 0.91 7.81 5.37
C8 0.55 6.87 6.22
O9 0.12 7.10 7.31
O10 0.44 5.71 5.61
H7 -0.77 5.48 3.34
H8 -0.15 3.95 3.81
H9 0.60 4.88 2.49
H10 2.10 5.41 4.58
H11 0.21 7.45 3.38
H12 1.95 7.56 3.61
C9 0.09 -8.57 -0.11
C10 -0.39 -7.30 -0.84
C11 -0.40 -5.91 -0.15
O11 -0.57 -5.20 -1.41
C12 0.34 -5.82 -2.29
O12 0.85 -5.32 -3.29
O13 0.44 -7.12 -1.94
H13 0.18 -9.52 -0.64
H14 -0.50 -8.85 0.76
H15 1.04 -8.36 0.38
H16 -1.40 -7.48 -1.23
H17 0.50 -5.73 0.45
H18 -1.32 -5.71 0.40